C28H29N2NaO2P as an isolated structure, computed with ωB97M-V/def2-TZVPD.

Total charge: -1

Each line ends with the Mulliken charge.
Cartesian coordinates (Å):
1 Na -0.23877 -0.47616 -0.08045  1.029
2 C 0.55096 -2.75984 3.25282  -1.428
3 C 0.09712 -1.89286 4.39280  0.943
4 C -0.22152 -2.45868 5.62220  -0.791
5 C -0.64258 -1.68154 6.69246  -0.625
6 C -0.74833 -0.30787 6.54563  -0.847
7 C -0.43051 0.27305 5.32564  -0.401
8 C -0.00851 -0.49834 4.24974  0.434
9 P 0.39736 0.19488 2.61005  0.279
10 C -0.36817 1.87962 2.70122  0.618
11 C -1.74929 1.84987 2.48979  -0.535
12 C -2.52230 2.99888 2.47144  -0.822
13 C -1.90147 4.22722 2.63966  -0.701
14 C -0.52946 4.27546 2.83064  -0.879
15 C 0.25988 3.12304 2.87732  1.018
16 C 1.73820 3.28922 3.09969  -1.250
17 C 2.17992 0.31865 2.59188  0.761
18 C 2.96781 0.05945 3.71304  -0.053
19 C 4.34502 -0.00302 3.65448  -0.951
20 C 4.94672 0.17970 2.39194  -0.438
21 C 4.20774 0.44008 1.27476  -1.139
22 C 2.77497 0.57324 1.30373  1.213
23 C 2.07124 0.93577 0.16414  -0.569
24 H 0.47946 -3.81447 3.51862  0.434
25 H 1.58843 -2.53892 2.98935  0.258
26 H -0.04770 -2.58589 2.35339  0.239
27 H -0.14133 -3.53376 5.73576  0.365
28 H -0.89048 -2.15082 7.63668  0.356
29 H -1.07212 0.31248 7.37185  0.406
30 H -0.51479 1.34716 5.20742  0.442
31 H -2.22556 0.88817 2.32392  0.416
32 H -3.59093 2.93149 2.31084  0.398
33 H -2.47988 5.14416 2.62848  0.436
34 H -0.04098 5.23494 2.96112  0.308
35 H 1.96931 4.34563 3.23872  0.479
36 H 2.30496 2.91375 2.24686  0.209
37 H 2.09078 2.73615 3.97022  0.214
38 H 2.47432 -0.11691 4.66407  0.354
39 H 4.93350 -0.21845 4.53584  0.401
40 H 6.02580 0.10744 2.29835  0.330
41 H 4.70798 0.57942 0.32240  0.325
42 H 2.59043 1.13289 -0.76427  0.176
43 H 1.03376 1.23143 0.19528  -1.209
44 C -1.53326 -3.46151 0.07734  -0.925
45 O -1.21037 -2.15758 -0.11735  -0.891
46 H -2.13717 -3.90880 -0.74508  0.238
47 H -2.13663 -3.64255 0.99599  0.213
48 H -0.65160 -4.13437 0.17653  0.237
49 N -3.61016 5.98212 -1.73647  -0.351
50 C -3.21809 5.11898 -2.71271  0.282
51 O -3.51123 5.27048 -3.88163  -0.624
52 C -2.37286 3.95200 -2.25237  0.737
53 C -2.28534 2.84220 -3.08159  -0.560
54 C -1.54183 1.75762 -2.64240  -0.602
55 N -0.90314 1.73491 -1.47468  -0.094
56 C -0.97158 2.81126 -0.69641  -0.305
57 C -1.69597 3.94510 -1.04336  -0.956
58 H -4.27418 6.68784 -2.00591  0.232
59 H -3.57277 5.70837 -0.77108  0.192
60 H -2.79074 2.83122 -4.03583  0.462
61 H -1.46402 0.86388 -3.24970  0.433
62 H -0.42730 2.78038 0.24001  0.529
63 H -1.69235 4.78964 -0.36730  0.548

---

C28H29N6NaO6Se2 as an isolated structure, computed with ωB97M-V/def2-TZVPD.

ΔE to the lowest compared entry with this formula, charge and spin, kcal per mole: 31.5
Total charge: -2

Each line ends with the Mulliken charge.
Cartesian coordinates (Å):
1 Na -0.43086 0.69863 0.43939  0.776
2 O -0.11834 3.08431 3.81985  -0.884
3 C 0.13937 2.45983 2.75731  0.019
4 N 0.26558 1.15950 2.57157  -0.155
5 C 0.15166 0.40870 3.78632  -1.197
6 C -0.48436 -0.94071 3.59269  0.798
7 C -0.19508 -1.98233 4.48438  -0.731
8 C -0.83032 -3.19927 4.34637  -0.271
9 C -1.73417 -3.36357 3.30207  -0.901
10 C -1.93260 -2.29233 2.44834  0.090
11 N -1.33299 -1.10926 2.57872  -0.063
12 C 0.35757 3.33438 1.52691  0.548
13 C -0.34847 4.53185 1.42851  -0.555
14 C -0.11218 5.36105 0.35127  -0.407
15 C 0.84430 4.99001 -0.58458  -0.415
16 C 1.49152 3.78089 -0.40855  -0.266
17 N 1.25689 2.95998 0.61612  -0.120
18 H -0.43260 0.94347 4.54926  0.606
19 H 1.13999 0.23726 4.24465  0.087
20 H 0.53088 -1.81429 5.27146  0.389
21 H -0.61630 -4.01465 5.02905  0.367
22 H -2.25043 -4.30066 3.13514  0.358
23 H -2.60633 -2.38727 1.60116  0.141
24 H -1.07487 4.76570 2.19350  0.402
25 H -0.68398 6.27181 0.22296  0.325
26 H 1.05091 5.59568 -1.45818  0.380
27 H 2.22067 3.43520 -1.13779  0.392
28 O 0.70063 3.79231 -5.50551  -0.598
29 C 0.38868 2.90844 -4.49655  1.118
30 C -0.47634 3.25505 -3.47635  -0.709
31 C -0.72820 2.31801 -2.48279  -0.035
32 N -0.18016 1.10428 -2.48435  0.890
33 C 0.61156 0.75721 -3.51188  -0.206
34 C 0.94542 1.64527 -4.52846  -0.874
35 C 1.14187 -0.69801 -3.61124  0.144
36 O 2.19707 -0.82375 -4.27560  -0.820
37 O 0.50905 -1.56007 -2.97523  -0.516
38 C -1.73471 2.68762 -1.36785  -0.077
39 O -2.24928 3.81739 -1.46112  -0.839
40 O -1.95375 1.79928 -0.49987  -0.747
41 H 0.22749 4.60581 -5.31720  0.281
42 H -0.96529 4.22145 -3.40930  0.427
43 H 1.61918 1.32532 -5.31180  0.533
44 C -3.73916 -1.02483 -0.43288  -1.252
45 Se -2.00046 -1.07360 -1.32913  0.603
46 C -2.01282 -2.99826 -1.71641  -1.296
47 C -1.22432 -3.90137 -0.76789  -0.256
48 Se 0.70416 -3.56300 -0.72610  0.261
49 C 0.95357 -4.60624 0.90136  -0.763
50 H -3.81312 -0.03187 0.00871  0.209
51 H -3.82485 -1.78489 0.34734  0.474
52 H -4.53853 -1.16357 -1.16064  0.372
53 H -1.64681 -3.10071 -2.73650  0.382
54 H -3.06238 -3.30399 -1.69268  0.600
55 H -1.34976 -4.94955 -1.05809  0.429
56 H -1.58098 -3.78634 0.25507  -0.077
57 H 0.62981 -5.63948 0.75624  0.370
58 H 0.40791 -4.16167 1.73251  -0.004
59 H 2.01937 -4.59958 1.13371  0.288
60 N 5.44197 -2.59719 -0.53709  -0.697
61 C 4.32811 -1.76321 -0.33659  0.912
62 C 3.94591 -0.83986 -1.29895  -0.908
63 C 2.82356 -0.06274 -1.06551  -0.779
64 N 2.06929 -0.15411 0.02433  0.564
65 C 2.46835 -1.01097 0.96028  -0.319
66 C 3.58553 -1.82153 0.84033  -0.787
67 H 5.60822 -2.77779 -1.51471  0.241
68 H 5.37056 -3.46618 -0.03238  0.230
69 H 4.45538 -0.77201 -2.25275  0.311
70 H 2.49444 0.63923 -1.82346  0.707
71 H 1.84680 -1.06167 1.85217  0.074
72 H 3.85029 -2.51351 1.63359  0.426

---

C28H30As2F2N4O8OsS as an isolated structure, computed with ωB97M-V/def2-TZVPD.

Total charge: +2

Each line ends with the Mulliken charge.
Cartesian coordinates (Å):
1 Os 0.38254 -1.18415 -0.06439  1.052
2 N -3.08330 -2.48076 -2.28572  -0.372
3 C -1.84678 -2.11821 -1.92417  0.448
4 S -1.73519 -0.68751 -0.84595  -0.443
5 N -0.81121 -2.76089 -2.34627  -1.187
6 N 0.34317 -2.16415 -1.88192  1.021
7 C 1.32506 -1.93615 -2.68833  1.055
8 C 1.42693 -2.45456 -4.05833  0.041
9 C 1.74539 -1.60029 -5.11560  -0.269
10 C 1.83138 -2.09712 -6.40654  -0.870
11 C 1.61973 -3.44713 -6.64405  -0.416
12 C 1.30864 -4.30109 -5.59350  -0.799
13 C 1.19940 -3.80833 -4.30559  -0.149
14 C 2.29704 -0.98452 -2.13541  -0.510
15 C 3.49892 -0.70826 -2.64520  -0.141
16 C 4.33388 0.28500 -2.00262  -0.911
17 C 3.88920 0.98533 -0.95625  -1.480
18 C 2.54203 0.73948 -0.41158  0.552
19 N 1.84768 -0.37422 -0.94997  0.060
20 H -3.88648 -1.97207 -1.96499  0.197
21 H -3.20410 -3.21127 -2.96862  0.247
22 H 1.89608 -0.54250 -4.93689  0.534
23 H 2.06364 -1.43010 -7.22666  0.415
24 H 1.69564 -3.83621 -7.65139  0.424
25 H 1.14826 -5.35513 -5.78062  0.414
26 H 0.95134 -4.47040 -3.48730  0.440
27 H 3.84435 -1.22914 -3.52707  0.721
28 H 5.33842 0.44304 -2.37391  0.481
29 H 4.50368 1.71539 -0.44603  0.589
30 H 2.55006 0.73320 0.66836  -0.002
31 C 0.70559 4.15486 -1.88662  -0.748
32 O 0.19107 3.59047 -0.63237  -0.201
33 C 0.74265 2.56943 -0.09520  0.352
34 O 1.69546 2.04245 -0.74459  -0.220
35 C 0.10115 2.15549 1.16460  0.431
36 C -0.68488 3.02428 1.81062  0.167
37 As -2.22281 2.63250 3.04331  -0.082
38 C -3.64049 2.92837 1.70687  -1.188
39 C -2.36205 0.66947 2.86599  0.023
40 C -1.38875 -0.16755 2.50828  0.299
41 As 0.31749 0.33641 1.80575  1.512
42 C 1.44017 0.55600 3.36550  -1.275
43 C -1.58884 -1.63570 2.29389  -0.043
44 O -0.99558 -2.26970 1.41087  -0.882
45 O -2.40027 -2.19719 3.13240  -0.247
46 C -2.75784 -3.59427 2.91397  -0.725
47 C -3.78420 0.14932 3.00799  0.340
48 O -4.37176 -0.16590 2.01329  -0.530
49 O -4.35384 0.13037 4.20202  -0.336
50 C -3.57949 0.35303 5.40068  -0.614
51 C -0.62774 4.52992 1.62363  0.140
52 O -1.64412 5.13657 1.48440  -0.505
53 O 0.54857 5.15318 1.60689  -0.312
54 C 1.69066 4.71006 2.36237  -0.393
55 H 0.01754 4.95562 -2.12157  0.307
56 H 0.70149 3.38726 -2.65211  0.280
57 H 1.70925 4.53303 -1.71875  0.325
58 H -3.66214 3.98313 1.45845  0.454
59 H -4.57362 2.64521 2.19212  0.440
60 H -3.48866 2.30513 0.82922  0.345
61 H 0.97381 1.27060 4.03868  0.427
62 H 2.43681 0.89443 3.09176  0.425
63 H 1.52143 -0.41715 3.84123  0.490
64 H -3.64646 -3.75220 3.51187  0.314
65 H -1.94131 -4.22404 3.25509  0.291
66 H -2.95759 -3.75915 1.85976  0.321
67 H -4.14390 -0.10642 6.20292  0.339
68 H -3.47976 1.41755 5.59506  0.310
69 H -2.60215 -0.12103 5.32879  0.264
70 H 2.51499 5.33261 2.03432  0.252
71 H 1.93063 3.65964 2.18769  0.154
72 H 1.51793 4.87440 3.42470  0.305
73 F 2.14370 -2.17428 2.04853  -0.275
74 C 1.52019 -2.66107 0.91268  -0.046
75 F 2.52036 -3.04802 0.07588  -0.248
76 H 0.94191 -3.53442 1.19560  0.420

---

DFT total energy, record by record: -1848.07379, -6829.69871, -7065.43740 Eh